Formula: H5O2S
Source: OMol25
Level of theory: ωB97M-V/def2-TZVPD

* ΔE to the lowest compared entry with this formula, charge and spin: 7.86 kcal/mol
* largest force on an atom: 2.33 eV/Å

The geometry in ORCA input format:
```
! wB97M-V def2-TZVPD RIJCOSX def2/J DEFGRID3
* xyz -1 1
S -0.1372 -0.2765 -0.5637
H -0.7074 0.3219 -1.6029
H 3.4377 0.5231 1.0621
H 2.2846 -0.0268 0.2359
O 3.2214 0.2640 0.1185
H -2.0779 -0.5484 0.5560
H -2.9854 0.0512 -0.3487
O -3.0358 -0.3085 0.5428
*
```

Formula: H66O33
Source: OMol25
Level of theory: ωB97M-V/def2-TZVPD

* ΔE to the lowest compared entry with this formula, charge and spin: 10.39 kcal/mol
* largest force on an atom: 4.62 eV/Å

The geometry in ORCA input format:
```
! wB97M-V def2-TZVPD RIJCOSX def2/J DEFGRID3
* xyz 0 1
O 0.7170 0.5886 4.3403
H 0.4950 1.1432 5.1118
H -0.1145 0.2078 4.0862
O -1.3705 0.4893 -3.6282
H -1.1511 0.5789 -4.5443
H -1.5973 -0.4167 -3.3880
O 2.6860 0.0462 2.1132
H 1.8842 0.0352 1.5322
H 2.3406 0.1971 2.9871
O 0.3964 -5.6050 2.2591
H 0.7449 -6.3061 2.7512
H -0.2515 -5.9119 1.5891
O -0.1905 7.0896 -0.7153
H -0.6011 7.7791 -1.2897
H 0.0879 6.3740 -1.2908
O 1.8925 -1.5651 -2.1229
H 2.1196 -0.7065 -2.5178
H 1.4524 -1.3080 -1.2791
O 1.9141 3.0949 0.8354
H 2.5894 2.6563 1.3722
H 2.4374 3.6578 0.2062
O 3.8314 -2.6565 1.7989
H 3.2457 -1.8892 1.8884
H 4.4687 -2.5566 1.1030
O 2.7219 4.8426 -1.3859
H 3.1771 4.6575 -2.1894
H 1.8138 5.0961 -1.6231
O -0.2271 -2.6330 1.9938
H -0.9772 -3.0691 1.5206
H 0.6547 -3.0420 1.9439
O 5.4264 0.7179 -1.2878
H 5.3049 -0.2967 -1.3193
H 5.1228 0.8757 -0.3930
O -2.2194 4.9236 0.0881
H -2.2601 4.4678 0.9967
H -1.7808 5.7866 0.2720
O -5.0770 2.6352 0.9239
H -4.1821 2.4170 1.2397
H -4.9272 3.1587 0.0971
O -1.2696 -6.6287 0.1947
H -0.7930 -6.5451 -0.6916
H -2.1661 -6.4221 0.0048
O -2.1290 -3.6846 0.5026
H -1.5293 -3.8678 -0.2521
H -2.8568 -3.1626 0.1756
O -2.1150 0.2326 4.1982
H -2.5575 -0.6065 3.8496
H -2.3750 0.2255 5.1502
O -5.7052 0.2393 -0.0863
H -6.2506 0.3299 -0.8587
H -5.6962 1.1851 0.1883
O -2.0076 -1.6510 -2.4508
H -2.4912 -1.2114 -1.6694
H -1.5262 -2.4003 -2.1605
O 0.1310 -4.2022 -1.4373
H 0.8189 -4.4320 -0.7741
H 0.5808 -3.7801 -2.2126
O -3.1757 -0.8430 -0.2249
H -2.5670 -0.3654 0.2401
H -4.0315 -0.2784 -0.3168
O 0.9758 2.7291 -3.4788
H 1.4794 2.1710 -2.8261
H 0.3875 2.0939 -3.9035
O -2.2922 2.3400 1.8268
H -2.2148 1.8988 2.6781
H -1.5761 1.8862 1.2987
O 4.6623 1.8218 1.2963
H 5.4179 2.0303 1.8743
H 4.1803 1.0893 1.6856
O 3.5695 -6.6880 -1.0052
H 2.9938 -7.4495 -0.9165
H 3.2869 -6.0484 -0.3115
O 2.8675 0.9852 -2.2191
H 2.6631 1.5269 -1.4034
H 3.8543 0.8928 -2.1366
O 2.0817 -4.5423 0.3964
H 1.6382 -5.0153 1.1242
H 2.7212 -3.8772 0.7783
O 4.4169 -2.1314 -1.0199
H 3.4953 -1.9515 -1.3001
H 4.7601 -2.8263 -1.6421
O -0.1784 4.7770 -2.0923
H -0.8970 4.4556 -1.5061
H -0.0112 3.9927 -2.6307
O -2.6904 -2.4926 3.7941
H -3.1805 -2.5723 2.9420
H -1.8592 -2.9393 3.6191
O -4.4689 4.5014 -1.4874
H -3.8798 4.9727 -0.8448
H -4.9435 5.1495 -2.0040
O -0.6215 1.7704 -0.0493
H 0.1782 2.3589 -0.0459
H -1.1429 2.1754 -0.7702
O 0.7850 -0.7349 0.4377
H 0.1676 -1.3741 0.8472
H 0.2405 -0.1138 -0.0761
O -2.3541 2.4661 -1.8672
H -2.5044 1.7304 -2.5075
H -2.8939 3.2565 -1.9994
*
```

Formula: H66O33
Source: OMol25
Level of theory: ωB97M-V/def2-TZVPD

* ΔE to the lowest compared entry with this formula, charge and spin: 95.34 kcal/mol
* largest force on an atom: 1.38 eV/Å

The geometry in ORCA input format:
```
! wB97M-V def2-TZVPD RIJCOSX def2/J DEFGRID3
* xyz 0 1
O 1.3718 -5.1119 2.3224
H 1.6104 -5.7618 2.9834
H 0.9191 -4.4258 2.8127
O -0.7855 3.0503 -3.9234
H -1.6412 2.7519 -3.6151
H -0.6965 2.6644 -4.7949
O 2.6392 3.0799 4.5638
H 2.0289 3.7262 4.2087
H 2.4902 2.2945 4.0373
O -3.1705 -4.5651 1.7657
H -2.3913 -4.8115 1.2673
H -3.0055 -3.6626 2.0384
O -4.6134 2.1078 1.0443
H -4.6301 1.9106 0.1077
H -4.8304 1.2775 1.4682
O -2.9456 1.1250 -3.7515
H -2.7593 1.5276 -4.5997
H -3.6232 0.4751 -3.9380
O 0.4164 3.5673 0.7575
H 0.6540 3.9092 -0.1044
H 0.1830 2.6530 0.5971
O 0.6970 -1.9205 1.8368
H 0.9910 -1.2782 2.4828
H 0.4095 -2.6704 2.3577
O -3.2055 3.7878 -2.2078
H -3.3045 4.4295 -1.5045
H -3.4566 2.9544 -1.8094
O 1.0273 1.4702 -5.6309
H 1.3137 1.4996 -4.7180
H 0.4580 0.7022 -5.6791
O 0.1114 0.4529 0.3637
H -0.4868 -0.2467 0.6262
H 0.0139 0.5080 -0.5869
O -0.0581 -4.3143 -1.9824
H 0.5700 -4.8784 -2.4335
H -0.1705 -4.7199 -1.1227
O -5.0343 -1.0398 2.0812
H -5.9623 -1.1927 2.2592
H -5.0138 -0.7053 1.1846
O 3.7553 -0.7966 -1.5431
H 3.3404 0.0182 -1.8262
H 3.0293 -1.3448 -1.2453
O -0.7903 -0.4650 -5.3117
H -1.1382 -1.2828 -4.9561
H -1.3824 0.2111 -4.9822
O 2.0896 0.6628 2.6126
H 1.8419 1.2978 1.9405
H 2.7817 0.1411 2.2063
O 0.8273 4.7645 3.1119
H 0.7571 4.5235 2.1882
H 0.4664 5.6499 3.1570
O -2.9363 -2.1321 3.2997
H -2.4363 -1.4640 3.7687
H -3.7034 -1.6672 2.9655
O -1.5839 -2.1877 -2.2087
H -2.4589 -2.4591 -2.4859
H -1.0460 -2.9731 -2.3089
O 0.8784 3.8880 -1.7736
H 1.7746 3.9408 -2.1055
H 0.3360 3.8101 -2.5584
O 3.8179 3.3642 -2.6639
H 4.5814 3.9179 -2.8269
H 4.1440 2.6674 -2.0944
O -0.3922 -3.4105 3.8443
H -0.4648 -4.0027 4.5928
H -1.2797 -3.3631 3.4889
O -0.9306 3.4480 4.8996
H -1.1587 2.8793 4.1643
H -0.3909 4.1369 4.5119
O 3.0775 -1.3687 -4.7141
H 2.6103 -0.5333 -4.7098
H 3.8646 -1.2008 -5.2323
O 0.5227 -0.1186 6.0216
H 0.0435 -0.8321 6.4429
H 0.0186 0.0753 5.2313
O 3.9606 -1.0462 1.4011
H 3.9908 -1.6295 0.6427
H 3.8859 -1.6338 2.1529
O 2.6379 -3.6647 -2.9711
H 2.7225 -2.9422 -3.5933
H 2.3341 -3.2513 -2.1631
O -0.7332 0.3933 -2.2929
H -1.4319 0.8578 -2.7536
H -1.0087 -0.5234 -2.3006
O 2.5643 -4.9802 0.0105
H 2.5649 -4.0235 -0.0191
H 2.1194 -5.1946 0.8305
O -2.4625 2.8104 2.7810
H -2.2494 3.6696 2.4168
H -3.1926 2.4976 2.2468
O 1.9736 1.2410 -3.0870
H 1.0698 1.1772 -2.7781
H 2.2937 2.0667 -2.7237
O 1.5933 -2.2684 -0.7425
H 0.8920 -1.9965 -1.3346
H 1.2465 -2.1000 0.1336
O -1.0883 0.3551 3.6554
H -0.5123 0.7510 3.0014
H -1.7559 1.0207 3.8216
*
```